Density functional theory data (ωB97M-V/def2-TZVPD) for a structure of composition C32H33BFIrN12O6S2 at a distorted geometry.

The geometry in XYZ format:
```
88
Properties=species:S:1:pos:R:3:forces:R:3
Ir 0.227 -0.217 -0.098 -1.442 -0.063 1.310
S 3.591 -1.678 0.152 -0.128 -0.449 -0.065
S 2.733 -4.493 -0.199 0.109 0.544 0.006
F -1.400 2.394 -3.120 -0.128 0.177 0.024
O 3.225 1.107 -5.462 0.497 -0.005 -0.132
O 1.326 -0.509 -2.104 -2.082 1.619 2.431
O 0.460 4.363 -3.948 -0.128 0.175 0.081
O -0.691 -5.810 -0.783 0.185 -0.319 -0.036
O -1.432 -1.791 -0.330 1.564 1.214 0.191
O 2.417 -2.380 -2.650 0.223 -0.749 0.386
N -1.716 1.016 -0.141 2.162 -0.608 0.058
N -0.242 1.045 2.710 -0.172 0.349 0.590
N 0.263 -0.092 2.197 -0.654 0.018 -2.432
N 1.063 -2.446 -0.042 -1.567 2.505 0.150
N 0.428 2.667 0.881 -0.321 0.098 0.089
N 1.171 1.813 0.157 -0.285 -2.133 -0.480
N -0.387 3.716 3.776 1.048 -0.209 0.986
N -1.887 1.713 0.997 -0.538 0.348 0.319
N 0.165 -3.392 -0.133 1.780 -0.801 0.045
N -1.075 3.416 2.671 -0.693 0.116 -0.327
N 1.767 2.700 -4.775 0.202 0.452 -0.091
N 1.260 0.439 -4.516 0.303 0.539 -0.549
C 2.051 2.526 -0.548 0.159 0.024 -0.262
C 0.980 -2.327 3.059 -0.092 -0.002 -0.162
C 0.401 -0.967 3.198 -0.037 -0.209 0.263
C -0.036 -0.375 4.383 0.049 0.032 -0.468
C -0.126 5.572 5.359 0.206 0.013 0.053
C -2.924 0.735 -0.638 -0.189 -0.079 -0.066
C 4.888 -2.846 -0.416 -0.223 0.313 -0.113
C -0.727 4.929 4.167 -0.448 -0.245 -0.757
C -3.898 1.258 0.219 0.412 -0.109 0.007
C -2.154 -4.023 -0.223 0.301 0.039 -0.113
C 0.635 3.184 -4.120 -0.089 -0.455 0.043
C -3.168 0.046 -1.930 0.134 0.003 -0.043
C -1.674 5.459 3.261 0.021 -0.207 -0.044
C 2.316 -2.814 -0.065 1.813 -1.297 0.014
C -1.920 -5.395 -0.438 -0.316 0.076 0.078
C -4.262 -5.825 -0.024 0.190 0.046 -0.075
C -1.109 -3.000 -0.246 -0.895 0.415 0.025
C 0.085 0.794 -3.929 -0.545 1.236 0.126
C 1.693 -0.918 -4.412 0.464 -0.815 1.103
C -0.440 0.893 4.026 0.036 -0.275 -0.032
C 0.816 3.927 0.621 0.325 -0.178 -0.211
C -2.993 -6.279 -0.319 0.131 -0.056 -0.006
C -3.199 1.850 1.246 0.085 -0.211 -0.269
C -3.455 -3.581 0.033 -0.163 -0.122 -0.015
C -0.240 2.087 -3.717 0.088 -0.695 -0.067
C 1.855 3.882 -0.281 -0.216 -0.403 0.149
C -1.861 4.469 2.330 -0.141 0.306 -0.015
C 3.067 1.913 -1.437 -0.020 -0.075 -0.075
C -4.504 -4.465 0.135 -0.011 0.175 0.047
C 2.172 1.401 -4.958 -0.444 -0.448 0.126
C 1.835 -1.340 -2.885 0.413 -0.421 -2.504
C 4.527 -4.232 0.061 -0.318 -0.028 0.180
B -0.696 2.220 1.827 0.134 0.176 0.207
H -5.499 -4.107 0.344 -0.097 0.027 0.029
H 1.981 -2.266 2.636 0.097 -0.097 0.013
H 0.820 6.036 5.080 0.036 0.077 0.094
H 0.351 4.782 1.069 -0.142 0.030 0.271
H -0.680 -6.768 -0.921 -0.117 0.154 0.030
H -0.782 6.342 5.755 -0.018 0.027 0.069
H 2.661 -1.035 -4.903 -0.282 0.003 0.020
H -0.062 -0.823 5.354 0.079 -0.068 0.201
H 5.841 -2.505 -0.013 -0.052 -0.001 0.007
H 0.966 -1.611 -4.839 0.047 0.067 -0.177
H 2.408 3.410 -5.118 -0.108 -0.202 0.078
H -4.959 1.186 0.098 -0.208 0.050 -0.049
H 0.078 4.833 6.129 0.006 0.001 0.084
H -3.555 2.333 2.133 0.020 0.226 0.151
H 3.604 2.686 -1.976 0.102 0.086 -0.004
H 2.391 4.705 -0.701 0.162 0.206 -0.103
H -2.151 6.416 3.307 -0.131 0.193 -0.060
H 3.775 1.330 -0.851 0.121 -0.029 0.008
H -2.822 -7.337 -0.467 0.044 -0.081 -0.023
H -0.579 -0.009 -3.645 0.000 0.085 -0.002
H 5.058 -4.992 -0.509 -0.029 -0.014 -0.012
H -3.303 0.792 -2.715 0.021 -0.069 -0.020
H -4.075 -0.551 -1.863 0.030 -0.043 -0.041
H 0.365 -2.954 2.417 -0.004 -0.130 0.010
H 4.901 -2.791 -1.505 -0.043 0.051 0.044
H -0.837 1.686 4.626 0.030 0.164 0.005
H 2.599 1.243 -2.148 0.001 -0.033 -0.062
H 4.735 -4.368 1.122 0.006 0.003 -0.012
H -2.470 4.451 1.449 -0.163 0.018 -0.200
H -5.068 -6.536 0.071 -0.085 -0.063 -0.004
H -3.601 -2.519 0.152 -0.097 0.084 0.090
H -2.333 -0.601 -2.182 -0.013 -0.042 -0.118
H 1.039 -2.794 4.038 0.034 -0.025 0.013
```
Positions in Å, forces in eV/Å.

- Maximum force: 3.587 eV/Å
- Total charge: +1
- Energy above the lowest of the compared OMol25 structures with the same formula, charge and spin: 1.8936 eV
- Total energy: -3373.03565 Eh
- E_HOMO (spin up / spin down): -10.635 / -10.630 eV
- M: 967.9 g mol⁻¹
- Multiplicity: 2
- HOMO-LUMO gap (spin up / spin down): 0.2311 / 0.1797 hartree